[1]
Density functional theory data (ωB97M-V/def2-TZVPD) for a structure of composition C37H40GeN3RuS2Si at a distorted geometry.

As for the multiplicity: 5. Its expectation value of S² is 6.03. The HOMO-LUMO gap (spin up / spin down) is 7.464 / 6.795 eV. The total charge is +1. As for the LUMO energy (spin up / spin down): -2.8 / -4.1 eV.

```
85
C37H40GeN3RuS2Si (ωB97M-V/def2-TZVPD)
Ru -0.51 1.36 -0.51
C -4.68 1.86 -1.84
N -4.07 0.63 -2.31
C -4.63 -0.62 -2.38
C -3.72 -1.42 -2.99
N -2.55 -0.65 -3.14
C -2.78 0.60 -2.71
S -1.67 1.98 -2.64
C -1.40 -1.16 -3.75
C -0.62 -0.39 -4.64
C 0.51 -0.98 -5.19
C 0.78 -2.27 -4.86
C -0.09 -3.01 -4.04
N -1.14 -2.43 -3.46
H -4.60 2.65 -2.63
H -4.18 2.27 -1.00
H -5.74 1.69 -1.68
H -5.67 -0.86 -2.27
H -3.78 -2.42 -3.38
H -0.81 0.65 -4.90
H 1.16 -0.46 -5.88
H 1.69 -2.72 -5.17
H 0.21 -4.04 -3.75
S -2.22 0.31 0.38
C -2.19 -0.25 2.08
C -1.44 0.40 3.04
C -1.57 0.02 4.38
C -2.54 -0.87 4.76
C -3.30 -1.49 3.75
C -3.10 -1.21 2.39
H -0.66 1.13 2.86
H -1.04 0.47 5.17
H -2.61 -1.18 5.80
H -3.96 -2.31 4.01
H -3.64 -1.75 1.60
C 4.29 -0.28 4.15
C 4.65 -0.71 2.87
C 3.70 -0.59 1.86
C 2.44 -0.12 2.13
C 2.12 0.39 3.37
C 3.07 0.33 4.38
Ge 1.17 -0.41 0.58
C 0.24 -2.08 0.97
C 0.23 -2.58 2.24
C -0.48 -3.80 2.54
C -1.01 -4.49 1.50
C -1.04 -3.94 0.20
C -0.42 -2.75 -0.07
C 2.21 -0.62 -1.06
C 2.48 -1.94 -1.52
C 3.39 -2.20 -2.48
C 3.92 -1.16 -3.25
C 3.59 0.09 -2.92
C 2.80 0.38 -1.79
H 5.06 -0.34 4.95
H 5.69 -1.09 2.73
H 3.96 -0.95 0.81
H 1.16 0.88 3.52
H 2.84 0.71 5.41
H 0.61 -2.07 3.14
H -0.64 -4.06 3.59
H -1.41 -5.51 1.68
H -1.56 -4.54 -0.57
H -0.32 -2.38 -1.10
H 2.23 -2.80 -0.89
H 3.71 -3.15 -2.74
H 4.60 -1.38 -4.07
H 3.85 0.95 -3.46
H 2.61 1.46 -1.60
C 1.49 5.04 1.83
Si 0.47 4.09 0.63
C -1.37 4.06 1.06
C 0.53 4.79 -1.09
C 1.08 2.29 0.53
H 0.97 6.03 2.02
H 2.52 5.00 1.48
H 1.48 4.47 2.77
H -1.82 3.10 1.21
H -1.97 4.39 0.22
H -1.56 4.69 1.90
H 0.29 5.89 -1.06
H -0.20 4.38 -1.74
H 1.52 4.63 -1.53
H 1.26 2.06 1.54
H 2.08 2.31 0.04
```

[2]
Density functional theory data (ωB97M-V/def2-TZVPD) for a cluster of 2 separate species, C2H4F3NO2P in total at a distorted geometry.

As for the multiplicity: 1. The HOMO-LUMO gap is 7.938 eV. The total charge is -1. As for the LUMO energy: 4.0 eV.

```
13
C2H4F3NO2P (ωB97M-V/def2-TZVPD)
C -0.30 -0.46 -0.21
C 1.85 -0.09 -0.16
N -0.76 -1.10 0.91
O -1.39 1.54 1.37
O -2.22 1.09 -1.08
F 2.49 0.01 -1.51
F 2.45 -1.26 0.30
F 2.43 0.95 0.57
P -0.90 1.52 -0.05
H -0.22 -1.24 -0.96
H -1.12 -0.47 1.60
H -0.29 -1.87 1.21
H -2.01 1.37 -1.98
```

[3]
Density functional theory data (ωB97M-V/def2-TZVPD) for the molecule C23H43N3O2.

Its structure (SMILES) is CC[C@H]1CC[C@H](C(=O)N[C@@H](C(=O)NCCCN2CCCC[C@@H]2C)C(C)C)CC1. As for the multiplicity: 1. The HOMO-LUMO gap is 9.146 eV. As for the LUMO energy: 0.8 eV.

```
71
C23H43N3O2 (ωB97M-V/def2-TZVPD)
C 0.34 2.51 7.25
C 1.06 2.78 5.93
C 0.44 2.04 4.74
C 0.66 0.52 4.83
C 0.04 -0.19 3.63
C 0.63 0.33 2.32
C -0.07 -0.37 1.16
O -1.11 0.05 0.67
N 0.52 -1.50 0.76
C 0.02 -2.31 -0.34
C 1.11 -2.32 -1.43
O 2.18 -2.87 -1.25
N 0.76 -1.67 -2.55
C 1.67 -1.43 -3.64
C 1.92 0.06 -3.83
C 0.64 0.83 -4.18
N -0.36 0.74 -3.13
C -0.11 1.62 -2.00
C -0.54 3.07 -2.24
C -2.02 3.10 -2.60
C -2.25 2.22 -3.82
C -1.75 0.78 -3.58
C -2.64 0.01 -2.61
C -0.30 -3.75 0.11
C -0.85 -4.53 -1.08
C -1.28 -3.75 1.27
C 0.43 1.84 2.23
C 1.04 2.55 3.43
H 0.44 1.47 7.55
H -0.71 2.75 7.17
H 0.77 3.12 8.04
H 1.02 3.85 5.73
H 2.11 2.49 6.03
H -0.64 2.23 4.73
H 0.21 0.13 5.75
H 1.73 0.31 4.87
H 0.20 -1.27 3.72
H -1.04 -0.02 3.62
H 1.70 0.10 2.29
H 1.40 -1.80 1.15
H -0.89 -1.82 -0.69
H -0.03 -1.02 -2.55
H 2.61 -1.96 -3.42
H 1.24 -1.85 -4.56
H 2.36 0.46 -2.91
H 2.64 0.21 -4.63
H 0.22 0.40 -5.09
H 0.91 1.88 -4.41
H 0.96 1.59 -1.77
H -0.65 1.24 -1.13
H -0.36 3.66 -1.33
H 0.04 3.52 -3.05
H -2.34 4.12 -2.82
H -2.61 2.73 -1.76
H -3.31 2.19 -4.08
H -1.71 2.64 -4.67
H -1.79 0.25 -4.54
H -2.53 0.36 -1.58
H -3.69 0.11 -2.90
H -2.39 -1.05 -2.63
H 0.65 -4.21 0.42
H -1.07 -5.56 -0.78
H -1.78 -4.08 -1.43
H -0.14 -4.55 -1.90
H -1.50 -4.77 1.57
H -2.21 -3.26 0.97
H -0.88 -3.21 2.12
H -0.64 2.05 2.17
H 0.88 2.21 1.30
H 0.87 3.62 3.34
H 2.12 2.38 3.44
```

[4]
Density functional theory data (ωB97M-V/def2-TZVPD) for a cluster of 2 separate species, C4H8O2 in total at a distorted geometry.

Its structure (SMILES) is C=CO.C=CO. As for the multiplicity: 1. The HOMO-LUMO gap is 10.327 eV. As for the LUMO energy: 0.9 eV.

```
14
C4H8O2 (ωB97M-V/def2-TZVPD)
C 0.06 0.02 -2.52
C -0.81 -0.58 -1.71
O -2.07 -0.95 -2.04
H 1.09 0.17 -2.30
H -0.35 0.60 -3.35
H -0.34 -1.05 -0.85
H -2.06 -1.27 -2.95
C 0.51 -0.39 1.85
C 0.31 0.75 2.48
O 1.26 1.50 3.12
H -0.31 -0.95 1.44
H 1.49 -0.80 1.65
H -0.69 1.11 2.69
H 1.91 1.84 2.50
```

E_tot? In order: -132126.8809; -25165.7930; -33116.7695; -8370.3007 eV.